1.
ORCA calculation (ωB97M-V/def2-TZVPD) on a 2-piece molecular cluster, C3H5FO2S overall at a distorted geometry.

Atoms and positions in Å:
C 0.095428 2.140592 0.360692
C -0.330054 1.186794 -0.754603
C 0.268654 -1.457159 -0.510693
O 1.260146 3.284370 -1.933809
O 2.315290 1.353083 -0.778774
F -1.457245 1.390129 -1.438768
S 1.163361 2.074743 -1.206485
H -0.653436 2.939466 0.595572
H 0.575995 1.757672 1.135224
H 1.299005 -1.322390 -0.622358
H -0.541446 -1.757215 -1.177959
H -0.122214 -1.695223 0.506018

Cartesian forces, eV/Å:
-2.9 2.2 -4.4
0.6 -1.0 -0.7
-3.2 0.4 1.8
-0.3 0.7 -1.4
1.0 -0.8 -0.5
0.2 0.1 0.5
-1.3 -0.1 3.7
0.8 -0.5 -0.4
2.1 -1.8 3.4
1.1 0.1 -0.7
1.0 0.2 -0.7
0.8 0.5 -0.6

Calculated values
**Orbital gap (spin up / spin down)**: 0.32031 / 0.28909 Eh
**Energy above the lowest of the compared OMol25 structures with the same formula, charge and spin**: 157.04 kcal/mol
**E_tot**: -20832.66200 eV
**Net charge**: 0

Table of Mulliken atomic charges, one value per atom, all in e: number 1, C, carries -0.760; number 2, C, carries 0.400; number 3, C, carries -0.879; number 4, O, carries -0.559; number 5, O, carries -0.535; number 6, F, carries -0.200; number 7, S, carries 0.927; number 8, H, carries 0.286; number 9, H, carries 0.312; number 10, H, carries 0.391; number 11, H, carries 0.337; number 12, H, carries 0.278


2.
ORCA calculation (ωB97M-V/def2-TZVPD) on a 4-piece molecular cluster, C4H13O3S overall at a distorted geometry.

Atoms and positions in Å:
C -1.867929 0.615869 0.212009
O -2.090654 -0.370093 1.209740
C -0.930126 0.184325 -0.957049
C 0.520184 0.414594 -0.661497
C 1.068723 1.690010 -1.289802
S 0.220720 3.196855 -0.978801
H -2.861984 0.756336 -0.224590
H -1.540713 1.578949 0.602546
H -1.220160 0.619704 -1.916912
H -1.161133 -0.887374 -1.001786
H 1.154871 -0.460397 -0.789246
H 0.550473 0.794693 0.496028
H 2.135096 1.782517 -1.055149
H 0.941666 1.451485 -2.356365
H 0.617089 1.175500 1.275262
H 0.896704 -2.549887 0.882222
H 2.111039 -3.439270 1.035851
O 1.492185 -3.201011 0.349454
H -1.271617 -0.946726 1.385072
H 0.990818 -0.914640 1.959485
O 0.244748 -1.491438 1.823527

Cartesian forces, eV/Å:
-0.9 -0.4 -0.2
0.6 -0.2 -0.5
-0.7 -1.3 1.5
-0.1 0.6 -3.3
0.4 -0.7 0.7
-0.1 0.1 0.4
0.1 0.3 -0.1
0.1 0.0 0.2
0.1 0.5 0.3
0.4 0.0 -0.2
0.1 0.0 0.6
0.3 0.3 1.9
-0.1 -0.1 -0.3
0.2 -0.1 -0.1
-0.3 0.2 -0.8
0.0 0.0 -0.1
0.3 -0.2 0.2
-0.3 0.2 -0.1
0.1 0.9 0.2
0.3 0.3 0.2
-0.5 -0.4 -0.4

Calculated values
**Orbital gap**: 0.21984 Eh
**Energy above the lowest of the compared OMol25 structures with the same formula, charge and spin**: 102.32 kcal/mol
**E_tot**: -21332.99937 eV
**Net charge**: -1

Table of Mulliken atomic charges, one value per atom, all in e: number 1, C, carries -0.531; number 2, O, carries -0.588; number 3, C, carries -0.727; number 4, C, carries 0.581; number 5, C, carries -0.876; number 6, S, carries -0.391; number 7, H, carries 0.314; number 8, H, carries 0.347; number 9, H, carries 0.419; number 10, H, carries 0.343; number 11, H, carries 0.414; number 12, H, carries -1.139; number 13, H, carries 0.318; number 14, H, carries 0.333; number 15, H, carries 0.636; number 16, H, carries 0.460; number 17, H, carries 0.259; number 18, O, carries -0.735; number 19, H, carries 0.423; number 20, H, carries 0.168; number 21, O, carries -1.028


3.
ORCA calculation (ωB97M-V/def2-TZVPD) on a 9-piece molecular cluster, ClH16O8 overall.

Atoms and positions in Å:
Cl 1.078117 19.414638 -11.265131
O -1.962747 18.033870 -11.667059
H -2.449363 18.862730 -11.633463
H -1.027222 18.299138 -11.519551
O -0.515160 18.905967 -14.185690
H 0.119549 18.871645 -13.451195
H -1.270927 18.412013 -13.841019
O 3.856925 17.799856 -11.987920
H 3.645752 17.717798 -12.923070
H 3.157296 18.381089 -11.631711
O 0.742835 21.352621 -8.148271
H 0.524515 20.970412 -9.012775
H 0.397893 22.249764 -8.194466
O 1.056169 15.973085 -12.202232
H 1.239971 16.860454 -12.533850
H 1.515002 15.948613 -11.356229
O -0.976482 21.932829 -11.822871
H -1.790236 21.427255 -11.895392
H -0.273106 21.280083 -12.001234
O -0.731459 18.431490 -8.632350
H 0.066082 18.520927 -9.182829
H -0.558308 17.669238 -8.071499
O 3.194909 22.207035 -11.757438
H 2.320674 21.807638 -11.866399
H 3.511418 21.842797 -10.924330

Cartesian forces, eV/Å:
0.0 0.0 0.0
0.4 0.1 -0.3
0.1 0.0 0.2
-0.5 -0.1 0.2
0.0 -0.2 0.0
-0.1 0.2 -0.1
0.1 0.0 0.1
-0.1 0.1 0.1
0.0 0.1 0.1
0.1 -0.1 -0.2
0.0 0.1 -0.1
0.1 -0.1 0.1
0.0 -0.1 -0.1
0.0 -0.1 -0.1
-0.1 0.0 0.2
0.0 0.1 -0.1
0.2 0.0 -0.1
0.1 0.0 0.0
-0.3 0.1 0.2
0.3 -0.1 0.0
-0.3 0.1 0.0
0.0 0.1 0.0
-0.1 0.1 0.0
0.2 -0.1 0.1
-0.1 -0.1 -0.1

Calculated values
**Orbital gap**: 0.37495 Eh
**Energy above the lowest of the compared OMol25 structures with the same formula, charge and spin**: 9.48 kcal/mol
**E_tot**: -29166.29282 eV
**Net charge**: -1

Table of Mulliken atomic charges, one value per atom, all in e: number 1, Cl, carries -0.791; number 2, O, carries -0.645; number 3, H, carries 0.307; number 4, H, carries 0.274; number 5, O, carries -0.660; number 6, H, carries 0.237; number 7, H, carries 0.380; number 8, O, carries -0.614; number 9, H, carries 0.308; number 10, H, carries 0.275; number 11, O, carries -0.618; number 12, H, carries 0.334; number 13, H, carries 0.291; number 14, O, carries -0.620; number 15, H, carries 0.278; number 16, H, carries 0.330; number 17, O, carries -0.617; number 18, H, carries 0.290; number 19, H, carries 0.297; number 20, O, carries -0.570; number 21, H, carries 0.267; number 22, H, carries 0.275; number 23, O, carries -0.639; number 24, H, carries 0.325; number 25, H, carries 0.305


4.
ORCA calculation (ωB97M-V/def2-TZVPD) on C10H12ClNPSn as an isolated structure at a distorted geometry.

Atoms and positions in Å:
C -1.235709 0.883266 -2.996897
C -0.222587 0.091278 -3.616480
C 1.024485 0.764173 -3.434636
C 0.778002 2.021685 -2.804995
C -0.604043 2.054825 -2.445675
Sn -1.737863 0.808741 0.735650
P -2.881498 -1.644301 0.687403
H -2.292608 0.646607 -2.931441
H -0.377341 -0.865534 -4.100719
H 1.992102 0.406462 -3.772870
H -1.099891 2.817103 -1.847889
H 1.514321 2.797942 -2.585604
H -2.070238 -2.794141 0.966227
H -3.096847 -1.782558 -0.719284
H -4.158515 -2.010721 1.221960
Cl 0.887046 0.010130 5.391530
C 1.106259 -0.135629 3.699322
C 2.147214 -0.893460 3.160197
C 2.210939 -1.044158 1.769204
C 1.178112 -0.535335 0.974715
N 0.181705 0.207156 1.522636
C 0.210524 0.530887 2.858434
H 2.873723 -1.336389 3.837252
H 3.051426 -1.552174 1.296522
H 1.138623 -0.687851 -0.109648
H -0.517342 1.241995 3.245085

Cartesian forces, eV/Å:
1.3 -2.3 -1.0
-1.6 0.7 1.1
-0.7 0.4 -0.4
-1.7 0.3 1.2
2.6 0.9 -0.2
-1.0 1.0 -1.0
0.1 -0.7 -0.3
0.2 0.1 -0.1
0.1 0.2 0.0
-0.2 0.1 0.0
0.1 0.0 -0.4
-0.3 -0.4 0.0
-0.5 0.4 -0.2
-0.1 -0.2 0.6
0.6 0.1 -0.2
0.2 0.1 0.1
-0.2 0.5 -0.4
-0.4 0.1 -0.5
-0.2 0.2 0.0
-0.2 0.3 0.6
1.4 0.0 1.5
0.7 -1.5 -0.7
-0.1 0.0 -0.3
-0.3 0.0 0.2
-0.1 0.0 0.5
0.0 -0.3 -0.1

Calculated values
**Orbital gap (spin up / spin down)**: 0.21485 / 0.24186 Eh
**Energy above the lowest of the compared OMol25 structures with the same formula, charge and spin**: 0.00 kcal/mol
**E_tot**: -39687.14029 eV
**Net charge**: +1

Table of Mulliken atomic charges, one value per atom, all in e: number 1, C, carries -0.420; number 2, C, carries -0.589; number 3, C, carries -0.271; number 4, C, carries -0.613; number 5, C, carries -0.464; number 6, Sn, carries 0.385; number 7, P, carries -0.198; number 8, H, carries 0.504; number 9, H, carries 0.408; number 10, H, carries 0.450; number 11, H, carries 0.572; number 12, H, carries 0.395; number 13, H, carries 0.158; number 14, H, carries 0.162; number 15, H, carries 0.157; number 16, Cl, carries -0.154; number 17, C, carries 0.101; number 18, C, carries -0.200; number 19, C, carries -0.529; number 20, C, carries -0.151; number 21, N, carries -0.223; number 22, C, carries -0.210; number 23, H, carries 0.442; number 24, H, carries 0.387; number 25, H, carries 0.429; number 26, H, carries 0.470